# 1
Formula: C50H37N8O3PSc
Source: the OMol25 dataset
Level of theory: ωB97M-V with the def2-TZVPD basis set

Properties
- E: -3693.5875 hartree
- Total charge: -1
- 2S+1: 1
- M: 873.8 g mol⁻¹
- HOMO level (alpha / beta): -4.0563 / -4.0567 eV

Each line ends with the Löwdin charge.
Geometry (Å):
C1 2.85458 0.29063 0.13247  -0.245
H1 -0.76983 3.40668 -5.43169  0.115
H2 -1.27129 4.48099 0.58632  0.072
C2 -3.13924 0.78739 -2.74678  -0.237
H3 -1.55620 3.60502 -0.90535  0.064
O1 -0.72059 -4.36713 -2.41026  0.042
C3 -5.91617 -1.65078 1.90453  -0.041
H4 5.18265 -1.20488 0.79490  0.087
C4 4.76770 1.09978 -1.29241  -0.002
C5 -0.64222 -1.19199 3.44036  -0.136
H5 0.67148 2.79050 1.96609  0.057
C6 1.84531 -1.06860 -1.93123  -0.281
C7 -4.08607 -0.34910 -0.94591  -0.271
C8 1.02442 1.07818 -2.36731  -0.240
H6 -0.57117 -0.91323 6.77073  0.075
O2 -0.69849 1.16870 0.30619  -0.258
H7 6.29325 -1.91937 -1.54218  0.106
H8 4.06610 -2.70123 -2.04221  0.115
C9 -1.75185 3.01964 -5.20829  -0.021
H9 4.97873 2.16621 -1.30488  0.118
C10 5.71466 -3.08417 1.62215  -0.086
H10 -0.40656 1.68225 2.79040  0.078
C11 -1.17133 2.35419 0.87293  -0.634
C12 0.82815 -1.28393 1.74516  -0.300
C13 -0.20583 -0.96896 5.77393  -0.108
C14 2.90420 3.30704 -0.02245  -0.111
C15 -0.36305 2.59070 2.18101  -0.026
N1 -4.18250 0.22115 -2.16591  0.201
C16 -4.28975 1.84349 -4.87700  -0.018
C17 3.90063 -4.44996 2.42953  -0.062
C18 3.32172 0.66227 -1.28063  -0.289
H11 3.54600 3.02259 2.01519  0.078
C19 2.40014 1.69886 -1.96544  -0.148
C20 -4.93931 -1.09163 1.09009  -0.060
H12 5.93951 -4.96890 2.56354  0.081
C21 5.74655 0.21361 -1.39428  -0.098
C22 -6.58837 -0.60720 -0.58106  -0.020
H13 -7.99942 -2.01191 2.21638  0.106
H14 1.69151 -3.99165 -1.45359  0.113
H15 -2.95873 1.61480 2.08235  0.069
N2 -2.99978 -0.67044 -0.25911  0.119
C23 2.97509 -3.52154 1.92695  -0.082
H16 -5.25576 1.32832 -4.75139  0.125
H17 6.77240 -2.89207 1.49185  0.105
H18 3.46323 -5.32634 2.92625  0.105
H19 2.93623 4.37381 0.19830  0.093
C24 -3.43388 -1.04694 1.11642  -0.227
H20 1.84026 -0.73900 6.37885  0.093
N3 0.80721 -0.22785 -2.21531  0.095
C25 -1.36074 -1.21936 2.19012  -0.259
C26 3.12909 1.16210 1.20179  -0.156
C27 -7.22057 -1.60369 1.55983  -0.088
C28 -0.39603 -3.36494 -1.80970  -0.593
C29 1.19985 -0.98205 5.53089  -0.097
C30 5.27327 -4.25677 2.18225  -0.086
C31 2.35025 3.00775 -1.22946  -0.078
N4 0.16741 1.90313 -2.95638  0.213
C32 3.42915 -2.36305 1.28343  -0.247
H21 -6.86697 -0.34639 -1.57273  0.101
C33 -5.29220 -0.64048 -0.18030  -0.128
H22 1.88909 -3.64108 2.05297  0.109
C34 3.30286 2.48032 1.12677  -0.137
H23 -5.63985 -2.15002 2.80528  0.107
C35 5.50041 -1.17696 -1.57346  -0.127
C36 -1.08954 1.61855 -3.11681  -0.216
Sc1 -0.86884 -0.48699 -0.78317  0.927
O3 -1.10784 -2.27861 -1.72401  -0.134
C37 4.27843 -1.66517 -1.84291  -0.046
C38 -2.76274 3.27174 -6.11173  -0.070
H24 0.75064 -3.80168 -0.04992  0.106
C39 0.96427 -3.32697 -0.99711  -0.075
H25 6.75695 0.52825 -1.38098  0.090
H26 3.23103 0.73525 2.18512  0.098
H27 2.07594 3.88621 -1.80224  0.095
C40 4.81798 -2.14416 1.14525  -0.069
N5 1.46099 -1.95203 -0.81061  -0.140
N6 -2.74713 -1.24766 2.13741  0.215
C41 -7.58024 -1.06651 0.29482  -0.059
C42 -3.25891 1.60808 -3.96920  -0.086
C43 1.65872 -1.11653 4.24241  -0.050
H28 -8.60125 -1.05686 -0.00015  0.082
H29 -2.50550 3.91164 -6.95139  0.101
C44 -2.02451 2.20671 -4.13160  -0.088
H30 2.86624 1.86761 -2.94137  0.153
H31 -0.75922 3.38856 2.78489  0.067
C45 -2.71250 2.34478 1.30188  -0.028
N7 -0.42179 -1.32483 1.22244  0.012
C46 -4.01785 2.64849 -5.94400  -0.085
H32 2.71641 -1.15369 4.05699  0.094
C47 -1.12413 -1.08366 4.75084  -0.035
H33 -3.33772 2.18309 0.38952  0.076
C48 -0.97798 3.62242 -0.00113  -0.035
H34 -4.80288 2.81723 -6.67052  0.099
N8 -1.85864 0.80740 -2.29813  0.099
H35 -2.20077 -1.00369 4.95875  0.111
C49 0.74664 -1.21700 3.17258  -0.158
P1 2.18653 -1.24900 0.59203  1.079
C50 3.14175 -0.76038 -1.95459  -0.093
H36 0.04938 3.75636 -0.24415  0.042
H37 -2.96128 3.36652 1.65129  0.073

# 2
Formula: C3H11N3
Source: the OMol25 dataset
Level of theory: ωB97M-V with the def2-TZVPD basis set

Properties
- E: -285.1312 hartree
- 2S+1: 1
- M: 89.1 g mol⁻¹
- HOMO level: -7.9301 eV
- SMILES string: C=CN.NCN

Each line ends with the Löwdin charge.
Geometry (Å):
N1 -1.77244 1.21732 -0.20596  0.046
H1 1.99800 -1.14326 1.10756  0.106
H2 -2.82368 -1.97098 0.11550  0.034
H3 -1.40917 -0.54342 -1.21820  0.103
N2 2.00807 0.94777 0.67290  -0.015
N3 2.05420 -0.80926 -0.96317  -0.007
H4 -1.05684 1.69435 -0.71962  0.077
C1 -2.63538 -0.95424 0.42414  -0.043
H5 0.54225 -0.48212 0.33906  0.069
H6 3.02545 -1.08419 -0.99973  0.057
H7 2.96208 1.12305 0.38962  0.052
H8 1.89774 -0.02819 -1.58816  0.062
H9 -2.17497 1.70868 0.57118  0.087
C2 1.63141 -0.43362 0.36213  -0.381
H10 -3.07793 -0.59347 1.34457  0.039
H11 1.88033 1.20288 1.63960  0.054
C3 -1.96436 -0.12715 -0.38234  -0.341

# 3
Formula: C36H69N2O21
Source: the OMol25 dataset
Level of theory: ωB97M-V with the def2-TZVPD basis set

Properties
- <S²>: 0.755
- E: -3102.1902 hartree
- 2S+1: 2
- M: 865.9 g mol⁻¹
- HOMO level (alpha / beta): -9.0755 / -9.3482 eV

Each line ends with the Löwdin charge.
Geometry (Å):
H1 6.30775 -0.82905 -1.85255  0.132
H2 1.03569 -2.10318 -2.10544  0.093
C1 1.92172 2.77615 -0.85783  -0.062
C2 -9.75814 -3.80580 7.70726  -0.055
O1 6.12722 3.07483 -0.48272  -0.033
H3 -2.13519 -4.37013 -8.42561  0.101
O2 0.95990 6.40258 1.36789  -0.023
C3 -1.30056 7.04891 3.97023  -0.053
H4 -9.71809 -3.24501 8.64508  0.093
H5 -0.52800 -3.62270 -8.50033  0.095
H6 -7.57058 -4.40093 3.37455  0.086
H7 -2.39986 -0.28840 -1.90109  0.101
H8 -2.56777 -1.39080 -0.38004  0.064
C4 0.26978 0.79044 -1.40425  -0.094
N1 0.28075 -1.20101 0.36570  -0.113
H9 -2.30282 0.49617 -0.15550  0.088
C5 -7.54365 -5.23062 0.39787  -0.038
H10 -7.06536 2.57359 -5.66500  0.094
O3 -3.97658 -0.32828 -5.89637  -0.003
H11 -7.35526 -6.13094 0.99157  0.106
H12 -9.03519 -3.47339 2.88243  0.096
C6 -8.05723 -3.42025 3.37150  -0.074
H13 0.60402 -1.59365 3.24876  0.088
H14 -1.76913 7.97553 3.62350  0.099
C7 -5.46916 -4.27921 0.90752  -0.544
H15 -3.00951 -4.13927 1.86850  0.107
C8 7.02495 -0.87212 0.31080  -0.099
O4 -8.98551 -3.09983 6.73827  -0.012
H16 9.44336 -1.51373 5.72588  0.094
H17 -5.45941 3.18806 -5.22841  0.098
H18 -0.49530 1.66427 -1.12860  0.129
C9 1.78367 1.12703 -0.87595  -0.372
O5 -9.50393 -4.73147 5.20596  0.107
C10 -2.74867 -0.87724 -5.42186  -0.043
H19 8.88635 3.56767 2.05738  0.090
O6 -0.45447 -2.17220 0.93525  -0.053
H20 10.47687 -0.15848 6.21824  0.099
H21 4.47317 2.63075 2.04220  0.091
O7 -4.35418 -3.77415 0.32179  -0.011
C11 0.39823 7.13123 2.36547  -0.560
H22 1.71164 7.97655 0.23152  0.102
C12 -1.15723 -4.31699 -7.93655  -0.047
H23 7.24525 0.78500 -1.30408  0.130
C13 9.67004 3.06636 2.63193  -0.048
O8 -2.60393 -5.62821 -6.10208  0.116
H24 6.39102 2.31983 2.24633  0.086
C14 -3.36486 -3.31558 1.24107  -0.053
H25 -0.85737 -2.61019 -1.96952  0.078
C15 9.96360 1.19772 4.00686  -0.560
C16 0.75109 -0.15601 1.34879  -0.403
H26 -2.50572 -1.74589 -6.03993  0.079
H27 2.99676 3.14230 -0.57582  0.108
H28 2.97913 -0.11427 0.61910  0.119
N2 5.15801 0.73495 -0.67720  -0.139
H29 10.89769 -1.15361 4.77594  0.099
H30 4.32487 2.22396 -2.16854  0.136
H31 -0.61881 7.24655 4.80372  0.099
H32 -2.51853 -2.93308 0.66380  0.041
C17 -0.41356 0.84618 1.91966  -0.047
C18 4.34502 1.05761 -1.91515  -0.172
C19 -4.40025 0.76507 -5.21323  -0.558
H33 -8.10411 -4.49174 0.97969  0.078
C20 0.79887 4.79321 -2.69534  -0.007
C21 -0.08879 -1.73322 -2.08897  -0.045
H34 2.39580 -1.46417 2.47018  0.087
H35 10.04656 3.76661 3.38455  0.100
H36 -6.37240 2.12587 -4.09448  0.098
H37 2.41858 6.37754 -0.06922  0.084
O9 -0.61323 6.40214 2.90093  -0.014
C22 -2.85814 -4.70254 -3.60078  -0.040
H38 0.04191 1.45762 2.83624  0.104
H39 -1.37560 0.25650 2.24982  0.100
C23 -0.36270 -0.62116 -0.86969  -0.398
C24 -1.99817 -0.45420 -0.79046  -0.037
O10 11.14596 1.45050 4.17746  0.111
H40 -2.85037 -1.21071 -4.38406  0.087
O11 2.42376 4.66246 -2.91236  -0.261
H41 -3.90414 -4.77101 -3.91658  0.104
O12 -8.18602 -2.91869 4.70039  -0.001
H42 0.32321 0.80304 -2.59630  0.114
O13 0.74277 8.24794 2.71937  0.111
C25 5.38850 1.94739 1.72597  -0.033
O14 -5.67285 -4.36354 2.10851  0.090
H43 -9.33950 -4.80190 7.88359  0.098
H44 -1.93736 -0.14849 -5.51808  0.102
H45 0.71930 5.27878 -3.75752  0.113
H46 2.94916 -0.74036 -1.54934  0.124
H47 5.21193 0.83802 2.10387  0.084
H48 1.54264 2.44230 -3.42054  0.154
H49 1.63737 -0.02745 3.44520  0.092
C26 6.43115 -0.02011 -0.99985  -0.222
H50 4.92197 0.56159 -2.83087  0.128
C27 1.70873 3.32260 -2.54211  -0.147
H51 -8.14456 -5.51145 -0.47141  0.098
O15 -5.56838 1.17970 -5.76541  -0.010
H52 -10.80414 -3.87427 7.39146  0.098
H53 1.05309 3.27227 -0.25073  0.120
C28 10.08377 -0.70784 5.35679  -0.052
O16 -6.31825 -4.67431 -0.07458  -0.004
C29 1.38467 -0.92114 2.69501  -0.066
H54 -0.67058 -5.29767 -7.93350  0.100
O17 -1.28602 -3.81543 -6.60765  -0.031
O18 -3.82989 1.28499 -4.26700  0.101
C30 -6.13532 2.33113 -5.14340  -0.053
C31 5.58154 1.98639 0.07265  -0.296
H55 -7.42800 -2.72596 2.80771  0.095
H56 7.07938 -0.23039 1.28789  0.060
H57 8.09835 -1.21576 -0.00457  0.082
H58 -2.81809 -4.14175 -2.66296  0.083
H59 -3.75831 -2.50014 1.85656  0.107
H60 2.44786 0.37782 -3.02191  0.117
C32 2.04174 0.62211 0.66149  -0.074
H61 0.81179 5.42564 -1.68790  0.096
C33 2.84056 0.38459 -1.90522  -0.121
H62 -0.76318 1.59568 1.07320  0.076
O19 9.09457 1.91976 3.25518  -0.029
H63 10.46746 2.77145 1.94220  0.101
C34 -8.94835 -3.68944 5.51657  -0.557
C35 2.04651 7.04987 0.70868  -0.049
C36 -2.04835 -4.58618 -5.79147  -0.562
O20 9.28909 0.14580 4.53587  -0.015
O21 -2.08551 -3.99657 -4.56977  -0.034
H64 -2.08766 6.37618 4.32198  0.094
H65 6.30299 -1.77074 0.50965  0.081
H66 2.86203 7.24759 1.41182  0.101
H67 -2.43950 -5.69864 -3.42446  0.103
H68 -0.34385 -1.20318 -3.12657  0.090
H69 2.38388 1.54151 1.30593  0.116